{"formula": "C8H8NOPS", "method": "ωB97M-V/def2-TZVPD", "elements": ["C", "C", "C", "C", "C", "C", "C", "C", "N", "O", "P", "S", "H", "H", "H", "H", "H", "H", "H", "H"], "coordinates": [[2.80742, -1.54240, -0.04634], [3.55935, -0.45756, -0.37491], [1.45537, -1.49014, 0.30723], [2.93604, 0.76732, -0.41028], [0.89713, -0.23054, 0.34310], [1.66747, 0.88269, 0.01788], [-0.70638, 1.45472, 0.59046], [-4.25702, 0.96086, -0.56226], [-0.33337, 0.18750, 0.65248], [-3.42843, -1.44365, 0.47885], [-4.63797, -0.57492, 0.49664], [0.68804, 2.31830, 0.10669], [3.36457, -2.47990, 0.13472], [4.70988, -0.57351, -0.50129], [1.02317, -2.37803, 0.74991], [3.59079, 1.66582, -0.51581], [-4.70980, 1.83324, -0.11796], [-4.52913, 0.71049, -1.58474], [-3.08124, 0.89622, -0.47483], [-1.01587, -0.50649, 0.71048]], "forces_ev_per_a": [[0.03, -2.27, 1.04], [2.37, 0.19, -0.54], [1.07, -0.20, 0.41], [3.24, 1.63, 0.25], [2.07, 0.32, -0.75], [-1.02, 0.51, -0.49], [-0.25, 0.82, -0.06], [2.65, -2.42, 1.19], [-1.69, -0.05, 0.29], [-0.21, 0.44, -0.09], [0.20, 0.52, -0.43], [-0.06, 0.00, 0.23], [-0.62, 0.36, -0.39], [-2.32, 0.33, 0.00], [-0.44, 0.08, -0.32], [-0.84, -0.67, -0.29], [-0.03, 0.37, -0.22], [-0.25, 0.34, -0.14], [-2.21, 0.86, -0.28], [-1.68, -1.16, 0.59]], "mulliken_charge": [-0.311, -0.438, -0.715, -0.352, 0.223, 0.593, -0.445, -0.621, 0.135, -0.402, 0.342, -0.094, 0.290, 0.258, 0.365, 0.282, 0.310, 0.311, 0.077, 0.192], "lumo_energy_ev": -0.61, "molar_mass_g_mol": 197.2, "energy_ha": -1179.11568, "multiplicity": 1, "relative_energy_kcal_mol": 24.1, "homo_ha": -0.32868}